1.
60
Properties=species:S:1:pos:R:3 method="wB97M-V/def2-TZVPD" homo_lumo_gap_ev="6.8402 / 7.2272" de_lowest_kj_mol=99.5 charge=0 e_lumo_ev="0.20 / 0.19" multiplicity=2
Ti 1.162 0.142 -0.900
C -3.601 4.915 0.766
C -2.787 3.661 0.583
C -3.263 2.421 0.996
C -2.510 1.276 0.857
C -1.209 1.295 0.314
N -0.404 0.169 0.245
C -0.670 -0.971 0.999
C -1.152 -0.889 2.320
C -1.495 -2.006 3.049
C -1.363 -3.282 2.510
C -1.775 -4.507 3.283
C -0.810 -3.386 1.246
C -0.435 -2.271 0.494
C 0.189 -2.528 -0.890
O 0.839 -1.476 -1.486
C 1.269 -3.661 -0.793
F 0.790 -4.907 -0.741
F 2.031 -3.476 0.321
F 2.121 -3.621 -1.832
C -0.926 -2.945 -1.887
F -1.707 -3.946 -1.461
F -0.401 -3.327 -3.066
F -1.715 -1.884 -2.111
C -0.781 2.544 -0.220
C -1.559 3.686 -0.058
C 0.502 2.600 -1.046
O 1.543 1.858 -0.537
C 0.145 2.071 -2.489
F -0.683 2.838 -3.179
F -0.428 0.827 -2.422
F 1.245 1.892 -3.257
C 1.097 4.030 -1.234
F 2.288 3.948 -1.867
F 0.349 4.887 -1.946
F 1.320 4.586 -0.038
H -4.375 4.760 1.517
H -4.090 5.206 -0.167
H -2.971 5.746 1.084
H -4.254 2.353 1.432
H -2.936 0.328 1.150
H -1.257 0.091 2.764
H -1.878 -1.890 4.057
H -2.610 -4.277 3.944
H -0.953 -4.878 3.900
H -2.074 -5.310 2.610
H -0.675 -4.376 0.833
H -1.217 4.635 -0.448
N 3.030 -0.002 -2.100
C 4.062 -0.580 -1.220
C 3.888 0.004 0.179
N 2.531 -0.332 0.655
H 2.874 -0.582 -2.916
H 3.316 0.920 -2.408
H 5.075 -0.379 -1.576
H 3.918 -1.661 -1.182
H 3.964 1.090 0.128
H 4.665 -0.381 0.843
H 2.263 0.255 1.437
H 2.490 -1.300 0.957

2.
56
Properties=species:S:1:pos:R:3 method="wB97M-V/def2-TZVPD" homo_lumo_gap_ev=5.3865 de_lowest_kj_mol=126.3 charge=-1 e_lumo_ev=1.95
C -0.157 -3.731 -3.678
C 0.460 -3.782 -2.293
O 1.618 -2.991 -2.298
C 2.148 -2.765 -1.037
C 2.788 -1.524 -0.889
F 3.415 -1.162 0.206
S 2.714 -0.381 -2.268
C 3.607 1.010 -1.601
C 2.927 2.127 -1.188
C 3.627 3.213 -0.708
C 5.004 3.162 -0.641
C 5.680 2.031 -1.048
C 4.974 0.949 -1.527
O 3.560 -0.859 -3.419
O 1.286 0.081 -2.418
O 2.034 -3.566 -0.109
H -1.076 -4.313 -3.766
H -0.373 -2.693 -3.939
H 0.563 -4.094 -4.414
H -0.201 -3.354 -1.525
H 0.745 -4.792 -1.968
H 1.853 2.145 -1.275
H 3.103 4.105 -0.406
H 5.556 4.014 -0.282
H 6.757 1.996 -1.005
H 5.479 0.061 -1.871
C 0.910 3.620 3.834
C -0.337 3.468 4.406
C -1.410 3.127 3.611
C -1.232 2.944 2.261
S -2.670 2.588 1.223
N -2.709 0.858 1.330
F -1.635 0.410 0.672
S -3.996 0.355 0.278
C -3.858 -1.446 0.408
C -3.118 -2.150 -0.511
C -3.082 -3.528 -0.450
C -3.785 -4.185 0.540
C -4.509 -3.475 1.476
C -4.542 -2.099 1.405
O -5.321 0.599 0.940
O -3.800 0.593 -1.196
O -3.780 3.200 2.028
O -2.250 3.165 -0.103
C 0.012 3.072 1.694
C 1.092 3.414 2.481
H 1.748 3.897 4.451
H -0.478 3.633 5.463
H -2.405 3.043 4.018
H -2.615 -1.608 -1.296
H -2.533 -4.091 -1.188
H -3.761 -5.261 0.590
H -5.064 -3.992 2.245
H -5.141 -1.518 2.088
H 0.112 2.940 0.629
H 2.068 3.537 2.038

3.
50
Properties=species:S:1:pos:R:3 method="wB97M-V/def2-TZVPD" homo_lumo_gap_ev="6.3137 / 6.3007" de_lowest_kj_mol=0.0 charge=0 e_lumo_ev="0.46 / -2.52" multiplicity=5
O -4.412 -3.797 -1.010
C -3.248 -3.825 -0.960
Fe -1.554 -4.254 -0.856
C -1.767 -4.937 0.798
O -2.151 -5.572 1.693
C -1.865 -5.757 -1.668
O -2.270 -6.809 -1.962
C -0.856 -1.593 -0.339
C -1.300 -1.500 -1.744
C -1.291 -2.891 -2.346
C -0.077 -3.619 -2.218
C 0.484 -3.584 -0.937
C -0.094 -2.693 0.016
H -1.355 -0.989 0.426
H -2.295 -1.034 -1.801
H -0.619 -0.851 -2.332
H -1.917 -3.035 -3.231
H 0.307 -4.272 -3.006
H 1.327 -4.217 -0.652
H 0.236 -2.805 1.055
C 2.636 1.903 -0.493
C 1.981 0.596 -0.905
C 2.867 -0.291 -1.775
O 1.656 -0.194 0.263
C 0.634 0.275 1.059
O 0.571 -0.081 2.219
C -0.357 1.116 0.426
C -1.214 1.949 1.279
C -0.499 3.186 1.862
C -0.533 4.407 1.182
C 0.052 5.541 1.753
C 0.686 5.457 2.997
C 0.758 4.223 3.652
C 0.180 3.087 3.077
C -0.234 1.472 -0.972
O -0.945 2.279 -1.535
O 0.781 0.835 -1.674
H 1.979 2.517 0.140
H 3.557 1.673 0.059
H 2.901 2.466 -1.396
H 2.331 -1.210 -2.031
H 3.125 0.241 -2.694
H 3.780 -0.547 -1.233
H -2.050 2.286 0.648
H -1.547 1.309 2.111
H -1.022 4.452 0.206
H 0.008 6.490 1.221
H 1.124 6.349 3.454
H 1.263 4.137 4.612
H 0.246 2.111 3.562

4.
49
Properties=species:S:1:pos:R:3 method="wB97M-V/def2-TZVPD" homo_lumo_gap_ev=8.8785 de_lowest_kj_mol=6.4 charge=0 e_lumo_ev=0.54 smiles="Cc1ccc(N2C[C@H](C(=O)Oc3cccc(N4C(=O)CCC4=O)c3)CC2=O)cc1"
C 4.341 4.785 0.658
C 4.047 3.350 0.342
C 2.746 2.916 0.126
C 2.471 1.588 -0.144
C 3.505 0.660 -0.210
N 3.237 -0.697 -0.481
C 2.278 -1.105 -1.487
C 1.980 -2.572 -1.142
C 0.767 -2.691 -0.223
O 0.738 -3.309 0.802
O -0.260 -2.006 -0.751
C -1.476 -1.846 -0.101
C -2.055 -2.800 0.720
C -3.284 -2.526 1.298
C -3.930 -1.326 1.072
C -3.347 -0.385 0.231
N -3.992 0.853 -0.015
C -3.316 2.064 -0.075
O -2.131 2.203 0.058
C -4.336 3.154 -0.324
C -5.673 2.437 -0.433
C -5.362 0.971 -0.219
O -6.139 0.058 -0.233
C -2.123 -0.645 -0.364
C 3.247 -3.030 -0.428
C 3.864 -1.747 0.119
O 4.746 -1.680 0.940
C 4.811 1.084 0.009
C 5.071 2.412 0.285
H 3.541 5.432 0.306
H 5.277 5.098 0.201
H 4.434 4.917 1.736
H 1.930 3.621 0.176
H 1.444 1.286 -0.281
H 2.733 -1.024 -2.484
H 1.382 -0.486 -1.469
H 1.757 -3.152 -2.041
H -1.555 -3.734 0.915
H -3.740 -3.261 1.942
H -4.883 -1.123 1.532
H -4.063 3.694 -1.231
H -4.296 3.865 0.501
H -6.395 2.758 0.320
H -6.147 2.557 -1.407
H -1.655 0.074 -1.016
H 3.958 -3.504 -1.106
H 3.034 -3.718 0.390
H 5.616 0.369 -0.026
H 6.091 2.728 0.454